1.
A 17-piece molecular cluster, C46H132N6O28 overall at a distorted geometry, computed with ωB97M-V/def2-TZVPD.

Structure (ORCA input):
```
! RIJCOSX wB97M-V def2-TZVPD def2/J DEFGRID3
* xyz 0 1
O -0.39 -5.73 0.20
O -0.98 5.14 -2.70
O -4.20 -4.47 3.33
O -5.23 3.95 0.54
O 3.86 -4.62 3.94
O 2.40 -2.00 3.80
O -8.22 -2.81 -3.60
O -0.13 -1.38 5.03
O 4.37 3.71 3.85
O -0.45 -2.47 -2.48
O 3.77 1.89 -5.94
O 6.57 -3.29 0.01
O -2.95 -1.59 4.00
O -5.12 -0.37 6.02
O 3.76 4.63 1.34
O -3.00 -1.12 -3.62
O -2.31 1.30 -3.22
O 3.82 -3.96 -5.63
O 2.19 -4.93 1.36
O -6.87 0.99 -2.40
O -2.73 -6.65 1.55
O -1.47 0.73 -6.04
O -0.59 3.25 -0.57
O -7.24 -0.12 0.23
O -1.54 -1.26 -0.18
O 2.02 -2.28 -3.64
O 0.90 1.81 6.67
O 5.89 2.54 0.72
N -2.17 3.22 2.28
N 6.78 6.15 5.26
N 3.28 0.31 -2.53
N 4.91 0.06 -0.08
N -5.53 -1.84 -3.35
N 0.81 0.32 -0.67
C -6.46 1.03 0.00
C -0.98 -0.43 0.82
C 1.23 0.50 1.70
C -4.26 0.20 5.05
C 4.18 1.21 -4.76
C 1.10 0.59 6.04
C 2.77 -3.45 -3.50
C 0.54 -0.28 0.62
C -3.86 4.01 0.81
C 5.20 3.42 -0.17
C -1.03 1.52 -3.69
C -1.41 -3.05 -3.34
C 4.34 -3.38 4.50
C 6.89 5.21 3.17
C -3.92 -0.59 3.77
C 3.66 2.48 4.12
C 4.07 -3.46 -4.32
C 3.20 -2.51 4.91
C 0.08 -4.43 0.49
C -0.89 1.78 -5.23
C -3.83 -5.74 1.23
C 5.96 5.45 4.34
C 3.74 3.63 0.36
C -7.34 -2.86 -4.73
C -2.97 -1.25 -0.21
C 5.27 4.21 4.86
C 3.11 1.24 -3.67
C -3.60 3.24 2.16
C -5.89 -2.87 -4.25
C 5.47 -2.38 -0.32
C -5.68 4.77 -0.47
C -4.21 3.97 3.43
C 4.77 2.14 -6.89
C 5.90 -0.95 0.16
C -0.71 5.47 -1.34
C 0.22 4.42 -0.76
C 6.77 -4.47 -0.74
C -9.49 -2.27 -3.97
C -0.31 -0.12 5.68
C 5.99 -0.91 1.68
C -5.80 1.04 -1.39
C 0.94 -4.45 1.79
C 2.70 2.72 -3.38
C -5.52 -4.12 -3.55
C -2.10 -2.03 -4.31
C -3.72 -4.39 1.99
H 0.41 -0.20 -1.44
H 0.60 -5.05 2.63
H 4.09 -0.23 0.43
H -3.75 -5.57 0.16
H 7.50 5.47 5.49
H 5.51 2.79 -6.42
H 1.19 0.00 2.67
H -3.25 3.73 -0.05
H 6.35 4.75 2.34
H -3.48 5.00 1.05
H -3.39 -2.45 3.98
H -7.59 -3.66 -5.43
H 4.56 -0.04 -1.02
H -1.94 4.19 2.46
H 5.22 3.00 -1.18
H -6.18 -4.18 -2.68
H 3.33 -4.37 3.19
H 4.34 1.63 4.25
H -3.44 -1.50 0.74
H -5.84 -2.18 -2.44
H -6.47 0.83 -3.25
H -0.73 -3.71 0.53
H -7.09 1.92 0.08
H 1.19 -2.37 -3.16
H 2.30 0.66 1.55
H 2.99 2.67 4.96
H 0.94 -3.47 2.28
H 4.40 2.70 -7.74
H 6.55 -1.65 2.25
H -5.29 -2.86 -5.16
H -4.25 -3.67 1.36
H -1.65 5.50 -0.79
H -1.04 0.52 5.18
H -5.11 1.89 -1.47
H -2.67 -4.09 1.96
H 4.94 -2.91 3.73
H 3.03 2.29 3.26
H 6.59 -4.39 -1.81
H 5.44 -2.37 -1.41
H 5.20 6.15 4.01
H 3.14 -0.56 -3.02
H -1.97 -6.38 1.04
H -2.14 -3.62 -2.76
H -4.59 1.22 4.88
H -3.31 0.52 5.47
H -10.09 -2.16 -3.07
H -0.95 -3.86 -3.91
H -6.20 -1.09 -3.47
H 1.62 0.86 5.12
H -8.09 0.15 -0.11
H 0.41 2.35 6.04
H 4.62 -2.53 -4.40
H -0.88 -0.28 6.60
H -1.42 2.72 -5.40
H 5.91 3.43 5.28
H -10.02 -2.92 -4.67
H 6.84 -0.60 -0.27
H 5.33 1.31 -7.33
H 1.75 0.00 6.67
H 2.50 -3.06 5.52
H 6.44 0.03 2.01
H -3.28 -0.30 -0.64
H 6.06 -5.22 -0.39
H 1.58 -1.67 4.17
H 2.19 0.84 -4.11
H -0.25 6.46 -1.35
H 3.01 -3.59 -2.44
H 4.91 -3.57 5.41
H 4.49 -2.82 -0.10
H -4.78 -6.20 1.51
H -5.70 1.13 0.77
H -0.43 0.63 -3.47
H -4.48 -4.06 -3.25
H -5.69 -4.93 -4.27
H 4.78 -4.10 -3.80
H -0.90 -2.05 -1.74
H -1.47 0.54 0.77
H -5.20 4.65 -1.44
H 2.09 -5.78 0.92
H 7.21 6.16 2.75
H 1.06 4.15 -1.40
H 4.46 0.17 -4.94
H -4.32 3.35 4.32
H -3.42 -1.86 -0.99
H -3.58 4.80 3.74
H 3.32 -3.23 -6.02
H -3.67 -5.14 3.76
H 5.03 -0.86 2.19
H 0.24 -6.31 -0.24
H -3.46 0.17 3.13
H 5.08 1.71 -4.39
H 3.26 2.72 0.73
H -2.36 1.04 -6.21
H -0.90 2.97 -1.43
H 7.73 4.56 3.44
H 0.18 1.86 -5.42
H -9.46 -1.24 -4.34
H 6.22 6.30 6.09
H -1.30 -1.47 -4.78
H -0.65 2.34 -3.09
H -1.74 3.02 1.39
H 4.01 4.15 2.13
H -4.76 -1.10 3.31
H 5.60 1.64 0.55
H 3.10 3.95 -0.47
H 0.18 1.11 -0.63
H 5.74 4.36 -0.14
H -4.68 -1.17 6.31
H 0.86 1.52 1.77
H 2.17 -4.31 -3.81
H 1.05 -1.23 0.51
H 2.55 0.32 -1.84
H -6.73 4.60 -0.69
H -7.55 -2.04 -5.43
H -1.23 -0.95 1.74
H 1.87 2.62 -2.68
H -5.18 4.41 3.23
H -1.68 5.71 -3.02
H -2.62 -2.54 -5.11
H 0.68 4.67 0.19
H -3.95 2.21 2.14
H -1.05 -1.64 5.00
H 2.25 3.25 -4.22
H 3.47 3.33 -2.92
H -2.63 0.45 -3.51
H -5.65 5.82 -0.17
H -3.84 -1.58 -3.52
H 4.63 4.51 5.69
H 7.75 -4.89 -0.54
H -5.17 0.16 -1.53
H 0.76 -4.07 -0.29
H 3.50 -1.71 5.59
*
```

Calculated values
E_LUMO (eV): 0.08
DFT total energy (Ha): -4266.7006
Max |F| (eV/Å): 2.96
Orbital gap (eV): 8.6

Here are the Löwdin charges for atoms 1 to 99, given in e:
1. O -0.070
2. O -0.063
3. O -0.061
4. O -0.190
5. O -0.063
6. O -0.095
7. O -0.174
8. O -0.087
9. O -0.233
10. O -0.084
11. O -0.179
12. O -0.199
13. O -0.081
14. O -0.038
15. O -0.067
16. O -0.111
17. O -0.071
18. O -0.060
19. O -0.062
20. O -0.076
21. O -0.085
22. O -0.060
23. O -0.110
24. O -0.051
25. O -0.226
26. O -0.080
27. O -0.062
28. O -0.112
29. N 0.034
30. N 0.035
31. N 0.054
32. N 0.037
33. N 0.062
34. N 0.075
35. C -0.243
36. C -0.149
37. C -0.042
38. C -0.237
39. C -0.185
40. C -0.228
41. C -0.242
42. C -0.398
43. C -0.199
44. C -0.199
45. C -0.261
46. C -0.199
47. C -0.221
48. C -0.052
49. C -0.210
50. C -0.054
51. C -0.233
52. C -0.228
53. C -0.203
54. C -0.185
55. C -0.196
56. C -0.477
57. C -0.242
58. C -0.187
59. C -0.066
60. C -0.158
61. C -0.380
62. C -0.393
63. C -0.459
64. C -0.129
65. C -0.128
66. C -0.025
67. C -0.127
68. C -0.381
69. C -0.224
70. C -0.183
71. C -0.119
72. C -0.100
73. C -0.187
74. C -0.066
75. C -0.191
76. C -0.220
77. C -0.032
78. C -0.050
79. C -0.155
80. C -0.234
81. H 0.058
82. H 0.126
83. H 0.069
84. H 0.111
85. H 0.072
86. H 0.083
87. H 0.061
88. H 0.111
89. H 0.055
90. H 0.119
91. H 0.058
92. H 0.126
93. H 0.034
94. H 0.065
95. H 0.093
96. H 0.095
97. H 0.037
98. H 0.099
99. H 0.081


2.
C46H26Cl2N9STi as an isolated structure at a distorted geometry, computed with ωB97M-V/def2-TZVPD.

Structure (ORCA input):
```
! RIJCOSX wB97M-V def2-TZVPD def2/J DEFGRID3
* xyz 0 2
Ti 0.49 0.62 0.16
Cl 2.01 1.37 -1.59
Cl 2.36 1.31 2.92
S 2.21 -3.39 -1.73
N -0.88 0.05 -2.11
N 1.69 -1.25 -0.37
N -0.35 2.38 -0.31
N -0.36 1.04 1.95
N -0.67 -1.23 0.51
N -0.12 3.42 1.82
N -1.56 -2.19 -1.49
N -1.03 2.42 -2.57
N -0.46 -1.16 2.90
C 1.19 5.68 0.11
C 3.04 -2.98 2.61
C -0.47 -1.78 1.75
C -0.41 -3.23 1.66
C -1.14 2.76 6.16
C -4.35 -1.13 -2.50
C -5.42 -0.37 -2.90
C -0.11 -4.22 2.58
C 1.69 6.48 -0.90
C -0.69 -3.55 0.32
C -0.53 0.16 2.97
C 1.55 6.11 -2.24
C 1.23 -1.13 -2.85
C -0.69 -4.86 -0.12
C -0.43 2.31 2.48
C -4.06 1.63 -3.09
C -0.94 3.20 4.87
C -1.61 1.22 -2.46
C 1.62 -1.74 -1.58
C 3.13 -4.43 0.69
C -3.09 -0.52 -2.42
C 0.87 4.96 -2.61
C 0.55 4.51 -0.25
C -5.27 1.00 -3.20
C 0.37 4.17 -1.60
C 1.83 -1.01 -5.21
C -1.12 1.40 6.48
C 2.07 -1.44 -3.93
C -0.37 -5.84 0.80
C -0.73 2.24 3.88
C -0.08 -5.53 2.12
C -0.94 0.44 5.51
C 2.25 -2.14 0.52
C -0.76 0.86 4.20
C 0.05 3.40 0.53
C -0.95 -2.28 -0.34
C 3.36 -4.21 2.03
C -0.31 2.88 -1.59
C -0.13 0.10 -4.40
C 0.12 -0.30 -3.09
C 2.28 1.30 1.15
C 0.71 -0.24 -5.45
C -2.95 0.88 -2.70
C 2.48 -1.95 1.88
C 2.59 -3.39 -0.05
C -1.84 -1.00 -2.01
H 0.17 -6.32 2.81
H -1.32 3.47 6.95
H 2.96 -2.03 -3.74
H -4.46 -2.18 -2.27
H 2.22 -1.03 2.37
H 1.99 6.73 -3.00
H -0.94 4.25 4.62
H -6.40 -0.81 -2.98
H 0.48 0.11 -6.45
H 3.34 -5.37 0.22
H -1.01 0.68 -4.61
H 2.45 2.34 0.86
H -3.95 2.68 -3.31
H 3.22 -2.83 3.66
H 1.32 5.94 1.15
H 2.21 7.40 -0.66
H -0.92 -0.62 5.74
H -0.34 -6.87 0.48
H 3.78 -5.00 2.63
H 3.14 0.70 0.81
H 2.50 -1.28 -6.01
H -6.15 1.56 -3.51
H 0.77 4.67 -3.64
H 0.11 -3.98 3.60
H -1.24 1.09 7.51
H -0.92 -5.09 -1.15
*
```

Calculated values
E_LUMO (alpha / beta) (eV): -1.27 / -1.59
DFT total energy (Ha): -4429.5370
Max |F| (eV/Å): 2.30
⟨S²⟩: 0.883
Orbital gap (alpha / beta) (eV): 4.8 / 4.7

Atomic charges from the Löwdin analysis, expressed in e, are listed below:
1. Ti 0.940
2. Cl 0.392
3. Cl 0.633
4. S 1.171
5. N 0.055
6. N -0.014
7. N -0.019
8. N -0.001
9. N 0.067
10. N 0.216
11. N 0.220
12. N 0.213
13. N 0.214
14. C 0.005
15. C -0.060
16. C -0.297
17. C -0.103
18. C -0.076
19. C -0.015
20. C -0.084
21. C -0.005
22. C -0.066
23. C -0.108
24. C -0.305
25. C -0.062
26. C -0.243
27. C -0.015
28. C -0.309
29. C -0.015
30. C -0.004
31. C -0.275
32. C -0.494
33. C -0.083
34. C -0.091
35. C 0.004
36. C -0.095
37. C -0.084
38. C -0.119
39. C -0.063
40. C -0.076
41. C -0.070
42. C -0.069
43. C -0.117
44. C -0.070
45. C -0.007
46. C -0.280
47. C -0.119
48. C -0.295
49. C -0.291
50. C -0.076
51. C -0.366
52. C 0.009
53. C -0.195
54. C -0.693
55. C -0.047
56. C -0.102
57. C -0.030
58. C -0.443
59. C -0.225
60. H 0.105
61. H 0.101
62. H 0.085
63. H 0.112
64. H 0.040
65. H 0.104
66. H 0.113
67. H 0.100
68. H 0.109
69. H 0.112
70. H 0.124
71. H -0.002
72. H 0.112
73. H 0.113
74. H 0.117
75. H 0.105
76. H 0.112
77. H 0.103
78. H 0.107
79. H 0.004
80. H 0.108
81. H 0.100
82. H 0.119
83. H 0.118
84. H 0.102
85. H 0.116


3.
C46H34F15GeMoN2PSSi2 as an isolated structure at a distorted geometry, computed with ωB97M-V/def2-TZVPD.

Structure (ORCA input):
```
! RIJCOSX wB97M-V def2-TZVPD def2/J DEFGRID3
* xyz 0 1
Mo 0.05 0.90 0.12
Ge -1.77 2.80 0.86
S -1.04 0.62 -1.74
P 2.87 1.64 1.95
Si -1.37 -0.42 1.83
Si 0.39 -1.68 -0.32
F 0.58 5.34 -3.28
F -6.79 4.04 2.57
F -1.04 7.52 -3.10
F 0.45 4.94 1.14
F 0.36 3.35 -1.54
F -6.39 1.75 -1.51
F -2.88 7.66 -1.10
F 0.17 6.25 5.61
F -3.12 5.68 0.64
F 1.23 6.53 3.12
F -3.77 1.88 -1.32
F -2.56 2.79 4.09
F -1.72 4.35 6.06
F -4.18 4.22 2.75
F -7.96 2.81 0.45
N 1.50 1.28 1.24
N 1.88 1.06 -1.56
C -0.54 4.36 -1.44
C 0.13 -2.73 1.20
C 4.36 5.42 1.61
C -1.24 0.25 3.58
C -1.49 4.34 -0.45
C 1.52 2.08 4.35
C 3.80 4.26 2.13
C 4.77 5.46 0.29
C -0.60 -4.24 3.42
C 3.65 3.14 1.32
C 4.63 4.34 -0.52
C -4.65 3.48 1.74
C -0.37 5.39 -2.34
C -0.58 -2.54 -1.68
C 0.65 -4.01 1.38
C 3.83 1.86 5.89
C -1.13 -2.97 3.24
C -4.46 2.34 -0.29
C -0.27 5.49 4.61
C 3.90 1.71 4.52
C 2.60 2.10 6.50
C 4.35 -2.10 2.05
C -0.76 -2.19 2.13
C -1.67 3.74 3.77
C 4.08 3.18 -0.01
C -6.03 3.44 1.64
C -1.24 4.53 4.83
C -6.63 2.83 0.56
C -2.12 6.57 -1.23
C -5.84 2.29 -0.42
C -1.18 6.51 -2.25
C 3.54 -0.98 2.16
C -2.25 5.50 -0.36
C -1.19 3.86 2.48
C 5.64 -1.98 1.55
C -3.80 2.87 0.82
C -0.18 4.80 2.32
C 2.75 1.83 3.74
C 6.13 -0.74 1.17
C 0.29 -4.76 2.49
C 2.20 -1.84 -0.85
C 1.45 2.20 5.73
C -3.19 -0.60 1.37
C 5.32 0.39 1.28
C 0.27 5.63 3.34
C 4.03 0.27 1.77
H 6.27 -2.86 1.46
H 4.00 2.30 -0.63
H 2.31 -1.71 -1.93
H 2.53 -1.08 2.53
H -0.23 0.11 3.95
H 4.72 1.77 6.50
H -1.83 -2.58 3.97
H 1.34 -4.44 0.66
H -1.65 -2.52 -1.47
H 3.47 4.24 3.16
H -3.70 0.37 1.35
H 2.54 2.20 7.57
H -0.41 -2.08 -2.65
H 2.89 -1.18 -0.33
H 0.50 2.36 6.21
H -3.30 -1.05 0.38
H 4.86 1.49 4.05
H 3.96 -3.07 2.35
H 7.13 -0.65 0.78
H 4.46 6.29 2.24
H 2.51 -2.87 -0.62
H 5.20 6.37 -0.12
H 0.63 2.13 3.74
H -0.89 -4.82 4.28
H 5.71 1.35 0.99
H -1.51 1.30 3.70
H -0.26 -3.58 -1.71
H -1.91 -0.32 4.22
H -3.70 -1.23 2.10
H 0.70 -5.75 2.64
H 2.70 0.48 -1.44
H 4.96 4.37 -1.55
H 1.45 0.86 -2.45
H 2.17 2.04 -1.57
*
```

Calculated values
E_LUMO (alpha / beta) (eV): -0.44 / -0.44
DFT total energy (Ha): -6844.4644
Max |F| (eV/Å): 1.11
Orbital gap (alpha / beta) (eV): 7.7 / 7.7

Here are the Löwdin charges for atoms 1 to 99, given in e:
1. Mo 0.647
2. Ge 1.030
3. S 0.196
4. P 0.845
5. Si 0.441
6. Si 0.463
7. F 0.116
8. F 0.125
9. F 0.133
10. F 0.078
11. F -0.007
12. F 0.126
13. F 0.125
14. F 0.134
15. F 0.100
16. F 0.115
17. F 0.045
18. F 0.064
19. F 0.124
20. F 0.097
21. F 0.136
22. N -0.406
23. N -0.033
24. C -0.240
25. C -0.326
26. C -0.061
27. C -0.201
28. C -0.151
29. C -0.080
30. C -0.065
31. C -0.064
32. C -0.087
33. C -0.281
34. C -0.063
35. C -0.224
36. C -0.138
37. C -0.251
38. C -0.103
39. C -0.067
40. C -0.091
41. C -0.261
42. C -0.136
43. C -0.075
44. C -0.064
45. C -0.067
46. C -0.310
47. C -0.255
48. C -0.105
49. C -0.139
50. C -0.148
51. C -0.132
52. C -0.135
53. C -0.139
54. C -0.132
55. C -0.093
56. C -0.214
57. C -0.148
58. C -0.069
59. C -0.144
60. C -0.226
61. C -0.297
62. C -0.071
63. C -0.093
64. C -0.211
65. C -0.054
66. C -0.199
67. C -0.077
68. C -0.139
69. C -0.306
70. H 0.107
71. H 0.088
72. H 0.033
73. H 0.112
74. H 0.023
75. H 0.107
76. H 0.096
77. H 0.095
78. H 0.026
79. H 0.106
80. H -0.005
81. H 0.109
82. H 0.007
83. H -0.010
84. H 0.111
85. H 0.029
86. H 0.112
87. H 0.111
88. H 0.106
89. H 0.112
90. H 0.031
91. H 0.109
92. H 0.069
93. H 0.100
94. H 0.100
95. H -0.014
96. H 0.036
97. H 0.038
98. H 0.036
99. H 0.099


4.
C46H34N6OPd as an isolated structure at a distorted geometry, computed with ωB97M-V/def2-TZVPD.

Structure (ORCA input):
```
! RIJCOSX wB97M-V def2-TZVPD def2/J DEFGRID3
* xyz 0 3
Pd 13.28 12.29 8.57
O 12.18 11.96 11.14
N 12.32 13.02 13.17
N 15.28 12.22 8.25
N 11.23 12.32 8.54
N 13.21 10.27 8.31
N 14.00 13.26 11.59
N 13.33 14.36 8.49
C 12.80 12.76 11.89
C 8.59 8.05 11.42
C 18.47 17.99 8.21
C 8.14 16.28 6.13
C 17.35 13.02 7.55
C 16.44 16.95 7.63
C 10.00 15.89 7.79
C 9.17 8.02 8.70
C 13.91 8.10 8.56
C 8.26 7.13 9.23
C 14.07 16.28 9.55
C 10.84 9.90 9.04
C 19.07 8.11 8.21
C 15.77 14.69 8.60
C 16.05 13.35 8.21
C 18.08 15.70 8.96
C 12.55 8.11 8.72
C 8.52 17.61 6.12
C 17.27 11.68 7.22
C 10.91 14.83 8.36
C 7.98 7.12 10.58
C 18.94 6.87 7.56
C 15.65 9.79 7.88
C 12.63 14.23 13.93
C 9.47 9.01 10.90
C 10.49 11.27 9.05
C 16.76 8.78 7.74
C 14.34 9.44 8.23
C 18.01 8.96 8.38
C 17.29 18.02 7.54
C 10.46 13.54 8.66
C 17.68 6.56 7.05
C 18.86 16.83 8.91
C 16.60 7.48 7.16
C 12.24 15.19 8.79
C 9.17 11.79 9.37
C 8.89 15.43 6.99
C 9.48 18.11 6.98
C 16.77 15.77 8.36
C 16.01 11.15 7.71
C 9.13 13.16 9.12
C 9.85 8.95 9.55
C 14.45 15.03 8.91
C 12.10 9.47 8.66
C 10.21 17.28 7.84
C 12.68 16.33 9.57
H 7.31 15.83 5.55
H 12.06 17.11 9.92
H 17.56 5.62 6.53
H 11.32 12.75 13.26
H 14.55 13.71 12.30
H 15.71 7.13 6.61
H 14.67 17.06 9.87
H 12.67 15.05 13.14
H 13.64 14.20 14.39
H 18.02 11.02 6.73
H 14.42 13.01 10.71
H 18.18 9.84 8.98
H 8.72 14.36 6.96
H 9.84 19.12 6.82
H 11.01 17.76 8.44
H 20.04 8.49 8.58
H 8.42 11.26 9.87
H 9.45 7.99 7.63
H 7.19 6.41 10.93
H 19.16 18.84 8.23
H 15.48 16.97 7.14
H 8.39 8.05 12.51
H 7.98 18.36 5.49
H 14.62 7.24 8.73
H 19.79 6.15 7.50
H 17.02 18.88 6.98
H 18.45 14.76 9.39
H 11.85 14.28 14.71
H 8.27 13.84 9.23
H 9.84 9.85 11.53
H 11.93 7.23 8.92
H 19.90 16.86 9.36
H 7.71 6.48 8.59
H 18.16 13.73 7.40
*
```

Calculated values
E_LUMO (alpha / beta) (eV): -0.96 / -2.39
DFT total energy (Ha): -2304.9029
Max |F| (eV/Å): 4.13
⟨S²⟩: 2.157
Orbital gap (alpha / beta) (eV): 4.4 / 4.7

Atomic charges from the Löwdin analysis, expressed in e, are listed below:
1. Pd 1.014
2. O -0.018
3. N -0.018
4. N -0.020
5. N -0.001
6. N 0.018
7. N 0.193
8. N 0.014
9. C -0.591
10. C -0.080
11. C -0.095
12. C -0.074
13. C 0.014
14. C -0.024
15. C -0.134
16. C -0.016
17. C -0.027
18. C -0.105
19. C -0.012
20. C -0.066
21. C -0.101
22. C -0.071
23. C -0.215
24. C -0.041
25. C -0.011
26. C -0.124
27. C -0.022
28. C -0.065
29. C -0.097
30. C -0.084
31. C -0.060
32. C -0.103
33. C -0.028
34. C -0.246
35. C -0.142
36. C -0.200
37. C -0.064
38. C -0.100
39. C -0.202
40. C -0.088
41. C -0.089
42. C -0.038
43. C -0.177
44. C -0.001
45. C -0.020
46. C -0.095
47. C -0.151
48. C -0.195
49. C -0.014
50. C -0.187
51. C -0.298
52. C -0.222
53. C -0.028
54. C -0.016
55. H 0.112
56. H 0.075
57. H 0.098
58. H 0.141
59. H 0.104
60. H 0.120
61. H 0.089
62. H 0.096
63. H 0.078
64. H 0.121
65. H 0.067
66. H 0.113
67. H 0.100
68. H 0.099
69. H 0.096
70. H 0.113
71. H 0.083
72. H 0.129
73. H 0.119
74. H 0.107
75. H 0.120
76. H 0.109
77. H 0.112
78. H 0.120
79. H 0.113
80. H 0.102
81. H 0.117
82. H 0.089
83. H 0.115
84. H 0.132
85. H 0.117
86. H 0.118
87. H 0.095
88. H 0.101